Entry 1:
Formula: C2H14F6Na2O13S2
Source: OMol25
Level of theory: the ωB97M-V functional and the def2-TZVPD basis

Summary:
largest force on an atom = 4.7 eV/Å
molar mass = 470.2 g mol⁻¹
orbital gap = 2.68 eV

Geometry (Å):
1 Na -1.34224 -6.52852 -1.12833
2 Na 2.26950 -0.52161 6.72932
3 C 0.18233 -0.03912 -0.49901
4 F 0.54146 1.22961 -0.59968
5 F -0.86902 -0.07934 0.37890
6 F -0.26101 -0.42307 -1.74541
7 S 1.61230 -1.14425 0.19872
8 O 1.49063 -1.02961 1.67174
9 O 1.40648 -2.52912 -0.23255
10 O 2.87620 -0.54672 -0.27532
11 C -6.77556 -0.45033 3.82664
12 F -6.69645 -0.66805 2.50170
13 F -7.72902 -1.17281 4.43498
14 F -5.62858 -0.89442 4.41371
15 S -6.92250 1.47100 4.20500
16 O -5.65152 1.95085 4.71549
17 O -7.23741 2.11056 2.86624
18 O -8.00395 1.67181 5.16970
19 O 8.19841 0.62061 -0.44485
20 H 7.35317 0.18484 -0.55392
21 H 8.24770 0.81804 0.49047
22 O -2.99544 4.34511 -4.11220
23 H -3.29997 4.71574 -3.28387
24 H -2.56300 5.07420 -4.55677
25 O -4.27386 0.29624 -6.21282
26 H -3.82331 0.55625 -5.40930
27 H -5.16403 0.08514 -5.93126
28 O -0.12825 7.34206 1.41733
29 H 0.56616 7.23531 0.76722
30 H 0.22583 6.94656 2.21383
31 O 5.07000 3.74672 -2.09414
32 H 5.02265 2.83243 -2.37354
33 H 5.22447 3.70163 -1.15056
34 O 4.48465 -7.92067 -3.15667
35 H 4.02248 -7.15539 -3.49871
36 H 3.97035 -8.19156 -2.39619
37 O 5.85479 -5.73352 1.38486
38 H 5.12527 -5.25168 0.99519
39 H 5.62028 -6.65491 1.27409

Cartesian forces (eV/Å) of the 2 atoms listed first:
Na 0.04 0.34 0.04
Na -0.14 0.05 -0.29


Entry 2:
Formula: C2H14N2O3
Source: OMol25
Level of theory: the ωB97M-V functional and the def2-TZVPD basis

Summary:
largest force on an atom = 1.9 eV/Å
molar mass = 114.1 g mol⁻¹
orbital gap = 9.57 eV
energy above the lowest of the compared OMol25 structures with the same formula, charge and spin = 137.97 kJ/mol

Geometry (Å):
1 C -0.03307 0.74618 1.59420
2 N 0.82553 1.69843 0.91740
3 C 0.38390 3.09903 0.89271
4 N -0.01247 3.49106 -0.47707
5 H -0.95383 0.71211 1.01292
6 H 0.39352 -0.24396 1.38839
7 H -0.11839 0.80696 2.67820
8 H 1.80000 1.72671 1.17981
9 H 1.21692 3.70610 1.25511
10 H -0.47117 3.44078 1.47763
11 H 0.52573 2.95226 -1.11802
12 H -1.01320 3.45495 -0.56679
13 O 0.30171 -0.81884 -2.90677
14 H 0.69831 -0.68152 -2.05396
15 H 0.16029 0.01051 -3.36277
16 O -0.54956 -5.61404 0.67835
17 H -0.42113 -4.70749 0.38682
18 H -0.04050 -5.70133 1.48805
19 O -0.76610 -2.78776 -1.13410
20 H -1.27735 -2.01268 -1.37661
21 H -0.64911 -3.27745 -1.95350

Cartesian forces (eV/Å) of the 2 atoms listed first:
C 1.00 -1.15 -1.14
N -0.25 1.29 0.48


Entry 3:
Formula: C2H14N2O3
Source: OMol25
Level of theory: the ωB97M-V functional and the def2-TZVPD basis

Summary:
largest force on an atom = 1.1 eV/Å
molar mass = 114.1 g mol⁻¹
orbital gap = 9.83 eV
energy above the lowest of the compared OMol25 structures with the same formula, charge and spin = 77.69 kJ/mol

Geometry (Å):
1 N -1.72241 1.85267 0.78938
2 C -0.81768 0.79855 0.38225
3 C -0.64314 -0.26441 1.43630
4 N 0.10003 -1.43702 0.96640
5 H -2.64413 1.78548 0.38182
6 H -1.38086 2.79405 0.74981
7 H 0.14479 1.22853 0.11330
8 H -1.12863 0.37512 -0.57653
9 H -0.17788 0.15649 2.32240
10 H -1.62139 -0.54349 1.85060
11 H 0.60516 -1.87105 1.72082
12 H -0.50117 -2.11457 0.52225
13 O 0.09497 -3.44459 -1.61851
14 H 0.33928 -3.00419 -2.44744
15 H -0.80449 -3.75499 -1.76407
16 O 2.17096 3.58819 -0.29767
17 H 1.76764 3.67212 0.57015
18 H 2.03988 2.69637 -0.64018
19 O 1.20521 -0.69938 -1.82484
20 H 2.14334 -0.69019 -1.60283
21 H 0.83052 -1.12369 -1.03341

Cartesian forces (eV/Å) of the 2 atoms listed first:
N -0.57 -0.19 0.55
C 0.21 0.49 -0.89


Entry 4:
Formula: C2H14N2O3
Source: OMol25
Level of theory: the ωB97M-V functional and the def2-TZVPD basis

Summary:
largest force on an atom = 4.0 eV/Å
molar mass = 114.1 g mol⁻¹
orbital gap = 9.86 eV
energy above the lowest of the compared OMol25 structures with the same formula, charge and spin = 150.42 kJ/mol

Geometry (Å):
1 C -1.83447 -0.29057 0.45082
2 N -0.65935 -0.41361 1.33409
3 C 0.21936 0.79798 1.12375
4 N 1.43920 1.01860 1.94821
5 H -2.85741 -0.63705 0.93033
6 H -1.97593 0.71135 0.24298
7 H -1.71302 -0.93974 -0.36877
8 H -0.90865 -0.41287 2.40352
9 H -0.45800 1.74575 1.28294
10 H 0.50732 0.86432 0.04024
11 H 2.15842 0.28804 1.75952
12 H 1.76231 1.90468 1.63913
13 O 1.87174 -1.88045 0.22351
14 H 0.95124 -1.70596 0.55104
15 H 2.24417 -2.48300 0.95661
16 O -0.80525 1.95895 -2.46060
17 H -0.53636 1.03206 -2.62885
18 H -1.75175 1.86496 -2.33639
19 O 0.41048 -1.02317 -2.33042
20 H 0.96982 -0.85532 -3.07367
21 H 0.96614 -1.54497 -1.68798

Cartesian forces (eV/Å) of the 2 atoms listed first:
C -1.73 -2.11 2.97
N 1.13 0.65 2.87


Look up the orbital gap of the fourth one.
9.86 eV


Which value of orbital gap does entry 4 give?
9.86 eV


Among the records above, which one has the highest largest force on an atom?
C2H14F6Na2O13S2